No. 1
{"formula": "C6H8N4", "method": "ωB97M-V/def2-TZVPD", "e_homo_ev": -8.074, "gap_ev": 8.33, "mol_weight_g_mol": 136.158, "de_lowest_kcal_mol": 116.0, "charge": 0, "total_energy_ha": -452.276798, "fmax_ev_per_a": 5.09, "species": ["C", "C", "C", "C", "C", "C", "N", "N", "N", "N", "H", "H", "H", "H", "H", "H", "H", "H"], "xyz": [[2.12231, -0.88016, 0.34994], [2.40262, 0.52967, 0.61741], [1.04457, -1.10455, -0.52206], [1.55296, 1.52446, 0.20127], [0.14792, -0.02700, -0.93052], [-2.73546, -0.86777, 0.19660], [-0.80982, 1.96813, 0.11495], [-1.70797, 1.18747, 0.27346], [0.40368, 1.24142, -0.42918], [-1.70814, 0.01869, -0.21738], [2.84975, -1.62312, 0.45869], [3.26828, 0.69635, 1.24885], [0.75945, -2.00694, -0.81383], [1.73788, 2.53832, 0.46937], [-0.20748, 0.00942, -1.93121], [-3.00295, -0.90852, 1.25778], [-3.66759, -0.50144, -0.14393], [-2.44999, -1.79443, -0.20019]], "forces_ev_per_a": [[-2.83, 2.72, -3.09], [-0.03, -1.03, 0.24], [1.67, 4.01, 2.64], [1.26, -1.58, 1.69], [0.25, 0.06, 1.21], [-0.40, 0.59, 1.28], [2.35, 2.29, -0.01], [-2.19, -0.85, 0.29], [-0.73, -0.45, -1.03], [1.65, 0.35, -0.54], [0.76, -1.09, 0.85], [0.01, 0.61, -0.39], [-0.78, -3.98, -1.39], [-0.18, 0.64, 0.14], [-0.55, -0.50, -0.57], [1.06, -0.27, 0.38], [-1.08, 0.05, -1.33], [-0.23, -1.57, -0.38]], "nbo_charge": [-0.15, -0.32, -0.26, 0.06, 0.11, -0.42, -0.09, 0.04, -0.32, -0.30, 0.22, 0.22, 0.20, 0.22, 0.20, 0.19, 0.20, 0.21]}



No. 2
{"formula": "C30H29FeI2N7O", "method": "ωB97M-V/def2-TZVPD", "s_squared": 0.8722, "e_homo_ev": [-9.899, -9.910], "spin_multiplicity": 2, "gap_ev": [7.78, 7.84], "mol_weight_g_mol": 813.263, "de_lowest_kcal_mol": 0.0, "charge": 1, "total_energy_ha": -3478.103049, "fmax_ev_per_a": 0.49, "species": ["Fe", "I", "C", "C", "C", "I", "C", "O", "C", "C", "N", "C", "C", "C", "C", "C", "C", "N", "C", "H", "H", "H", "H", "H", "H", "H", "H", "H", "H", "H", "C", "N", "C", "C", "N", "C", "C", "C", "C", "C", "C", "N", "C", "N", "C", "C", "C", "C", "C", "C", "N", "H", "H", "H", "H", "H", "H", "H", "H", "H", "H", "H", "H", "H", "H", "H", "C", "H", "H", "H"], "xyz": [[-0.51508, 0.25878, -0.74543], [-6.72444, 4.40689, 0.25502], [-5.27849, 2.94439, -0.07115], [-5.45489, 2.01817, -1.08972], [-4.48332, 1.05791, -1.31579], [-4.69465, -0.30310, -2.87944], [-3.33080, 0.98695, -0.52967], [-2.42002, 0.06456, -0.72965], [-3.17506, 1.92996, 0.50117], [-1.93558, 1.83527, 1.34285], [-0.70967, 1.94620, 0.50063], [0.46845, 2.40853, 1.26562], [1.38543, 1.27063, 1.61698], [2.26080, 1.31309, 2.69514], [3.10190, 0.23480, 2.90157], [3.03816, -0.84375, 2.02848], [2.13279, -0.79179, 0.98809], [1.32106, 0.24483, 0.78183], [-4.13622, 2.90257, 0.71841], [-6.33854, 2.05221, -1.71186], [-1.88811, 0.88101, 1.86831], [-1.94519, 2.63901, 2.08389], [-0.90650, 2.67584, -0.17540], [0.15662, 2.94664, 2.16413], [1.02314, 3.12352, 0.65185], [2.26860, 2.16983, 3.35606], [3.79196, 0.22839, 3.73469], [3.67699, -1.70626, 2.15344], [2.04649, -1.60961, 0.28082], [-3.99625, 3.62607, 1.51238], [-1.02064, -2.73542, -1.41886], [-0.86774, -1.42112, -2.05846], [-0.03926, -1.44170, -3.26736], [1.29107, -0.87254, -2.89954], [1.38297, 0.02021, -1.94734], [2.71406, 0.43738, -1.95861], [3.37634, 1.41814, -1.21960], [4.71693, 1.62040, -1.47215], [5.40485, 0.87369, -2.44042], [4.76296, -0.08506, -3.19680], [3.41034, -0.27429, -2.94023], [2.46906, -1.10950, -3.52041], [-0.92812, -2.62222, 0.06564], [-0.75495, -1.49512, 0.69521], [-0.72525, -1.82996, 2.05004], [-0.56027, -1.04089, 3.18738], [-0.58402, -1.66582, 4.41828], [-0.76826, -3.05033, 4.53471], [-0.93365, -3.84943, 3.42139], [-0.90810, -3.20946, 2.18934], [-1.03230, -3.68865, 0.89674], [-0.24483, -3.41463, -1.78162], [-1.98394, -3.17929, -1.68786], [-1.80164, -1.06832, -2.26759], [-0.49445, -0.79012, -4.01471], [0.03934, -2.43218, -3.72182], [2.85693, 2.00905, -0.47957], [5.25369, 2.37698, -0.91585], [6.45625, 1.06366, -2.60655], [5.28494, -0.64698, -3.95943], [2.61322, -1.73864, -4.29149], [-0.41709, 0.02700, 3.11853], [-0.46364, -1.07500, 5.31631], [-0.78488, -3.50059, 5.51779], [-1.07955, -4.91736, 3.51117], [-1.19822, -4.64161, 0.62273], [-0.76031, 1.58452, -2.20022], [-0.86752, 1.06148, -3.14926], [0.11553, 2.23152, -2.24964], [-1.66938, 2.16063, -2.03311]], "forces_ev_per_a": [[-0.47, -0.05, -0.10], [-0.01, 0.01, 0.02], [0.05, -0.04, 0.00], [-0.03, 0.04, 0.01], [-0.02, 0.08, 0.00], [0.04, -0.04, 0.00], [0.09, 0.16, 0.15], [0.30, -0.14, 0.05], [0.04, -0.10, -0.09], [-0.06, -0.04, 0.01], [0.09, 0.23, -0.15], [-0.02, -0.06, 0.04], [-0.09, 0.08, -0.03], [-0.03, 0.00, -0.02], [-0.02, 0.00, 0.00], [0.03, 0.03, 0.01], [0.03, 0.00, -0.02], [0.17, -0.18, 0.19], [-0.06, 0.03, -0.02], [0.00, 0.00, 0.00], [-0.08, 0.00, -0.02], [0.03, -0.02, 0.01], [-0.08, 0.03, -0.04], [0.01, 0.00, -0.01], [-0.02, -0.03, -0.06], [0.02, 0.00, 0.01], [0.01, 0.00, 0.00], [0.00, -0.01, 0.00], [0.00, -0.01, 0.01], [-0.02, 0.01, 0.00], [0.03, -0.06, 0.02], [-0.10, 0.05, -0.01], [0.07, 0.03, 0.02], [-0.12, 0.12, 0.11], [0.17, -0.23, 0.04], [0.02, 0.08, -0.02], [-0.01, -0.01, 0.02], [0.01, 0.01, 0.01], [0.00, -0.02, -0.02], [0.00, 0.03, 0.00], [0.03, 0.01, 0.01], [-0.09, -0.02, -0.08], [-0.14, 0.13, -0.05], [0.20, -0.19, -0.11], [-0.07, 0.01, 0.05], [0.01, -0.02, 0.02], [0.00, 0.01, -0.02], [0.00, -0.02, 0.02], [0.00, 0.02, 0.02], [0.02, 0.02, 0.04], [0.00, -0.06, -0.05], [0.03, 0.02, 0.05], [0.02, -0.01, -0.02], [-0.01, 0.00, -0.04], [0.01, -0.02, -0.03], [0.01, -0.03, 0.08], [0.00, -0.01, 0.00], [0.00, 0.00, 0.00], [0.00, 0.00, 0.00], [0.00, -0.01, 0.00], [0.02, 0.01, 0.00], [0.03, 0.00, 0.01], [0.01, 0.00, 0.00], [0.00, 0.00, 0.00], [0.00, -0.01, -0.01], [0.00, 0.00, 0.01], [0.02, -0.09, 0.08], [0.01, 0.08, -0.07], [-0.03, 0.09, -0.04], [-0.03, 0.08, 0.01]], "lowdin_spin": [1.13, 0.00, 0.00, 0.00, 0.00, 0.00, 0.00, -0.01, 0.00, 0.00, -0.02, 0.00, 0.00, 0.00, 0.00, 0.00, 0.00, 0.03, 0.00, 0.00, 0.00, 0.00, 0.00, 0.00, 0.00, 0.00, 0.00, 0.00, 0.00, 0.00, 0.00, -0.01, 0.00, 0.00, 0.01, 0.00, 0.00, 0.00, 0.00, 0.00, 0.00, 0.00, 0.00, 0.01, 0.00, 0.00, 0.00, 0.00, 0.00, 0.00, 0.00, 0.00, 0.00, 0.00, 0.00, 0.00, 0.00, 0.00, 0.00, 0.00, 0.00, 0.00, 0.00, 0.00, 0.00, 0.00, -0.12, -0.01, -0.01, -0.01]}